The following is a DFT calculation (ωB97M-V with the def2-TZVPD basis set) of 2 unconnected molecules or ions with the total composition C2H5FSi at a distorted geometry.

Geometry as XYZ:
```
9
Properties=species:S:1:pos:R:3:forces:R:3:nbo_charge:R:1
C -1.481725 0.249716 -0.026871 0.2758 5.0532 0.2447 0.4313
C -0.488712 -0.588529 -0.010423 0.6611 -0.4079 -0.0194 -0.8152
F -2.784957 0.082459 -0.042534 0.2987 -0.2893 -0.0209 -0.3252
Si 1.332019 -0.108373 0.014015 -0.8370 -0.2784 -0.0374 0.8952
H -1.187781 2.061323 0.038632 -0.6332 -4.2543 -0.1900 0.0377
H -0.736132 -1.647133 -0.022841 -0.1249 -0.0709 -0.0104 0.2545
H 1.442839 1.339907 -0.112149 0.0676 0.2993 -0.0124 -0.1538
H 1.983176 -0.799998 -1.103700 0.1485 -0.0307 -0.1469 -0.1623
H 1.921277 -0.589371 1.265870 0.1433 -0.0210 0.1926 -0.1622
```
Positions in Å, forces in eV/Å.

- Relative energy (zero: lowest compared OMol25 entry of this formula, charge and spin): 107.1 kcal/mol
- Gap between HOMO and LUMO: 0.391 Eh
- Total energy: -12745.8060 eV
- Charge: 0
- E_HOMO: -10.39 eV



The following is a DFT calculation (ωB97M-V with the def2-TZVPD basis set) of C2H5I in the gas phase at a distorted geometry.

Geometry as XYZ:
```
8
Properties=species:S:1:pos:R:3:forces:R:3:nbo_charge:R:1
C 0.610531 3.188926 1.813912 -2.1421 -1.2794 0.2547 -0.6509
C 1.686357 2.171746 1.743107 1.8229 0.1312 0.6931 -0.4485
I 1.582678 0.812266 -0.079489 0.2332 1.1855 1.5633 0.0248
H -0.230423 2.739956 2.380290 0.0073 0.2837 -0.6630 0.2057
H 0.856387 4.042288 2.387871 0.7507 0.9951 0.4550 0.2187
H 0.271162 3.481030 0.846072 -0.3444 0.4373 -0.6017 0.2217
H 2.648268 2.747673 1.885479 -0.4830 -1.2606 -1.1013 0.2177
H 1.614101 1.557248 2.645180 0.1554 -0.4927 -0.6002 0.2108
```
Positions in Å, forces in eV/Å.

- Structure (SMILES): CCI
- Relative energy (zero: lowest compared OMol25 entry of this formula, charge and spin): 1.5 kcal/mol
- Gap between HOMO and LUMO: 0.358 Eh
- Total energy: -10255.1711 eV
- Charge: 0
- E_HOMO: -9.51 eV



The following is a DFT calculation (ωB97M-V with the def2-TZVPD basis set) of 2 unconnected molecules or ions with the total composition C2H5I2N at a distorted geometry.

Geometry as XYZ:
```
10
Properties=species:S:1:pos:R:3:forces:R:3:nbo_charge:R:1
C 0.745339 0.252986 -0.322041 -1.2694 3.2942 -1.3800 -0.4294
C -1.645874 -0.041073 -0.152835 0.2509 -1.1602 0.5153 -0.0163
N -0.531972 -0.241469 -0.721524 -0.8442 0.7463 0.2151 -0.3731
I 0.420242 1.881199 2.898037 -0.0233 0.0174 0.0341 -0.0604
I -0.465261 -1.926666 -2.479180 0.0231 -0.7285 -0.8211 -0.1619
H 1.413051 -0.496272 -0.251122 2.4217 -2.8156 -0.8679 0.2257
H 1.112678 1.121524 -0.988210 -0.6183 -1.6075 0.8989 0.2326
H 0.807390 0.554078 0.687514 -0.6945 1.1727 1.6975 0.1769
H -2.537016 -0.627400 -0.612012 1.3143 1.4549 1.0354 0.2223
H -1.633054 0.476167 0.865103 -0.5604 -0.3736 -1.3274 0.1837
```
Positions in Å, forces in eV/Å.

- Relative energy (zero: lowest compared OMol25 entry of this formula, charge and spin): 39.2 kcal/mol
- Gap between HOMO and LUMO (alpha / beta): 0.154 / 0.293 Eh
- Total energy: -19843.6623 eV
- Charge: 0
- E_HOMO (alpha / beta): -7.81 / -8.92 eV



The following is a DFT calculation (ωB97M-V with the def2-TZVPD basis set) of 2 unconnected molecules or ions with the total composition C2H5IN2 at a distorted geometry.

Geometry as XYZ:
```
10
Properties=species:S:1:pos:R:3:forces:R:3:nbo_charge:R:1
C 0.016031 -1.526543 1.254232 0.0503 2.2479 -1.1090 -0.1660
C -0.085753 0.785468 -1.456567 5.2666 -2.0945 1.4381 -0.4249
N -0.115873 -0.885946 0.149482 0.0644 -1.6402 0.4864 -0.0673
N -0.421695 0.263165 -0.176240 -1.8147 -0.2992 1.6264 -0.0493
I 0.233966 2.017528 1.965558 -0.3054 -0.8576 -1.1484 -0.3588
H 0.099139 -0.868273 2.080366 0.4943 0.9133 1.1700 0.2080
H 0.120657 -2.551091 1.461749 -0.2465 -1.2378 -0.7813 0.2163
H 1.056530 0.747712 -1.505558 -1.3634 0.1638 -0.6514 0.1943
H -0.524967 0.292090 -2.258298 -0.8599 -1.5936 -1.0870 0.2272
H -0.378035 1.725889 -1.514723 -1.2856 4.3979 0.0563 0.2206
```
Positions in Å, forces in eV/Å.

- Relative energy (zero: lowest compared OMol25 entry of this formula, charge and spin): 53.6 kcal/mol
- Gap between HOMO and LUMO (alpha / beta): 0.242 / 0.241 Eh
- Total energy: -13232.1298 eV
- Charge: 0
- E_HOMO (alpha / beta): -8.69 / -8.69 eV



The following is a DFT calculation (ωB97M-V with the def2-TZVPD basis set) of 2 unconnected molecules or ions with the total composition C2H5IN3O at a distorted geometry.

Geometry as XYZ:
```
12
Properties=species:S:1:pos:R:3:forces:R:3:nbo_charge:R:1
C 2.068368 -1.005715 0.308736 -1.4823 -1.6926 1.3219 0.2597
C -0.160550 0.220461 0.172382 1.9684 -1.4109 -1.0622 0.1976
N 1.898217 -2.046842 0.841558 0.2644 1.1049 -1.2873 -0.5255
N -0.867545 0.280962 -0.914670 0.4752 -1.1840 -3.9078 -0.3384
N -0.703493 0.866686 1.120532 -0.5832 0.9118 2.2651 -0.7881
O -1.959779 1.182920 -1.123796 -0.2640 -0.7339 -0.8606 -0.5783
I 3.186671 0.414506 -0.421101 0.6978 0.7037 -0.3379 0.5451
H 1.249069 -2.821399 0.904616 0.0657 0.2078 0.3328 0.4769
H -0.372472 0.051100 -1.782528 -0.6690 0.2562 0.4117 0.3887
H -0.249894 0.863215 2.042012 -1.2555 0.4343 -0.6086 0.4284
H -1.602734 1.194027 0.748352 -0.1428 0.9028 2.0868 0.4266
H -2.485862 0.800084 -1.896096 0.9252 0.4999 1.6460 0.5073
```
Positions in Å, forces in eV/Å.

- Relative energy (zero: lowest compared OMol25 entry of this formula, charge and spin): 71.0 kcal/mol
- Gap between HOMO and LUMO (alpha / beta): 0.310 / 0.310 Eh
- Total energy: -16761.7433 eV
- Charge: +1
- E_HOMO (alpha / beta): -13.19 / -13.19 eV



The following is a DFT calculation (ωB97M-V with the def2-TZVPD basis set) of 2 unconnected molecules or ions with the total composition C2H5IO at a distorted geometry.

Geometry as XYZ:
```
9
Properties=species:S:1:pos:R:3:forces:R:3:nbo_charge:R:1
C 0.265896 -0.296006 1.534648 -0.1570 -3.4458 -0.2031 -0.8920
C 0.095987 3.886483 2.286514 0.7973 2.0022 1.4023 0.1760
O -0.307877 3.612671 1.146390 -0.7103 -2.3265 -2.4324 -0.6464
I -0.055456 2.553094 3.936742 -0.1990 -0.7129 0.1440 -0.0090
H -0.029143 -1.383318 1.293095 0.0800 1.1830 1.0167 0.2180
H 0.374442 -0.055468 0.511848 -0.0831 1.5325 -1.0863 0.2108
H 1.281296 -0.407729 1.936293 -0.5410 0.5642 0.4444 0.2271
H -0.531543 0.162483 2.129948 0.6847 0.0555 -0.3211 0.2269
H -0.544723 2.673305 0.815138 0.1283 1.1478 1.0355 0.4886
```
Positions in Å, forces in eV/Å.

- Relative energy (zero: lowest compared OMol25 entry of this formula, charge and spin): 70.2 kcal/mol
- Gap between HOMO and LUMO: 0.318 Eh
- Total energy: -12299.8299 eV
- Charge: 0
- E_HOMO: -8.42 eV



The following is a DFT calculation (ωB97M-V with the def2-TZVPD basis set) of a molecular structure, C2H5IO at a distorted geometry.

Geometry as XYZ:
```
9
Properties=species:S:1:pos:R:3:forces:R:3:nbo_charge:R:1
C 0.560037 0.777894 -0.108248 -0.2370 -2.6456 -1.4745 -0.6921
C -0.217241 -0.402380 0.533392 3.1184 0.3926 -4.6726 -0.0984
O -0.037340 -1.573511 -0.150915 0.9612 -1.8547 3.3169 -0.7321
I -2.279394 0.231444 -0.034840 -4.0813 1.4542 -1.1496 0.1993
H 0.621947 0.731271 -1.274199 -0.3557 0.1366 2.1672 0.2133
H 0.225236 1.676784 0.271387 -0.8189 2.2406 0.4123 0.2135
H 1.522338 0.627369 0.303345 1.5055 0.0580 -0.0083 0.2436
H -0.290258 -0.437774 1.533968 0.3355 -0.6647 3.3412 0.1746
H -0.105325 -1.631099 -1.073888 -0.4278 0.8829 -1.9327 0.4784
```
Positions in Å, forces in eV/Å.

- Relative energy (zero: lowest compared OMol25 entry of this formula, charge and spin): 2.6 kcal/mol
- 2S+1: 3
- Gap between HOMO and LUMO (alpha / beta): 0.220 / 0.230 Eh
- Total energy: -12298.0184 eV
- Charge: 0
- E_HOMO (alpha / beta): -5.11 / -9.44 eV



The following is a DFT calculation (ωB97M-V with the def2-TZVPD basis set) of 2 unconnected molecules or ions with the total composition C2H5IO2 at a distorted geometry.

Geometry as XYZ:
```
10
Properties=species:S:1:pos:R:3:forces:R:3:nbo_charge:R:1
C -0.911456 -1.008161 -0.534341 -1.1775 1.4982 0.3249 -0.2534
C 0.780208 0.665191 0.190721 -2.1036 -0.4266 0.0217 0.4095
O 1.035987 2.009502 0.204573 -0.2628 -1.5153 -0.2729 -0.6972
O -0.258670 0.258101 -0.640401 1.4504 2.2051 -0.0199 -0.5688
I 2.532579 -0.464745 0.149376 0.3978 -0.2459 -0.0456 0.1290
H -2.005304 -0.825210 -0.886690 2.0321 -0.4912 0.7707 0.2062
H -0.794911 -1.209444 0.517045 -0.7030 -0.7800 0.6032 0.2060
H -0.410850 -1.750010 -1.113999 0.3056 -0.4957 -0.5743 0.1912
H -0.255809 -0.173147 2.272897 0.3767 0.3430 -0.7344 -0.1209
H 0.288226 2.497920 -0.159181 -0.3158 -0.0915 -0.0734 0.4983
```
Positions in Å, forces in eV/Å.

- Relative energy (zero: lowest compared OMol25 entry of this formula, charge and spin): 115.6 kcal/mol
- Gap between HOMO and LUMO (alpha / beta): 0.348 / 0.260 Eh
- Total energy: -14345.7042 eV
- Charge: 0
- E_HOMO (alpha / beta): -9.55 / -7.62 eV



The following is a DFT calculation (ωB97M-V with the def2-TZVPD basis set) of C2H5IS in the gas phase at a distorted geometry.

Geometry as XYZ:
```
9
Properties=species:S:1:pos:R:3:forces:R:3:nbo_charge:R:1
C -1.164314 -0.716650 0.495500 1.0002 0.4906 -0.5091 -0.7210
S 0.700729 -1.004066 0.403543 -1.4206 0.6154 -0.2389 0.1527
C 1.342880 0.617689 -0.285382 -1.8686 -1.8221 0.0747 -0.6214
I 0.060045 1.549355 -1.815886 0.9117 -0.3457 0.6384 0.0716
H -1.405288 0.146653 1.122163 0.0806 -0.3121 0.0162 0.2158
H -1.762879 -1.584468 0.743509 0.5391 -0.3780 0.5984 0.2353
H -1.466573 -0.512189 -0.521589 -0.0149 0.3331 -0.2560 0.2222
H 1.438538 1.266646 0.552087 0.2035 0.8376 0.1404 0.2155
H 2.256861 0.237030 -0.693944 0.5691 0.5812 -0.4641 0.2292
```
Positions in Å, forces in eV/Å.

- Structure (SMILES): CSCI
- Relative energy (zero: lowest compared OMol25 entry of this formula, charge and spin): 7.0 kcal/mol
- Gap between HOMO and LUMO: 0.331 Eh
- Total energy: -21090.3256 eV
- Charge: 0
- E_HOMO: -8.93 eV



The following is a DFT calculation (ωB97M-V with the def2-TZVPD basis set) of C2H5ISi in the gas phase at a distorted geometry.

Geometry as XYZ:
```
9
Properties=species:S:1:pos:R:3:forces:R:3:nbo_charge:R:1
I 2.900112 0.028300 -0.029105 -0.3661 -0.0579 -0.2897 -0.1996
Si 0.617392 -0.140580 -0.920621 -1.1446 -1.3604 0.9537 1.1144
C -0.443499 1.013810 0.017498 2.0468 -0.9126 2.9873 -0.8966
C -0.553914 -0.833247 0.378123 0.6103 2.4064 0.9217 -0.8624
H 0.600082 -0.891767 -2.218767 0.0592 0.8721 0.1290 -0.1235
H -1.483369 1.231156 0.046133 -0.4858 0.5970 -0.7346 0.2452
H 0.170321 1.600641 0.890757 -1.5645 -1.4638 -2.3366 0.2535
H -0.157451 -1.027902 1.396769 0.0341 0.0976 -0.7945 0.2287
H -1.649678 -0.980414 0.439216 0.8106 -0.1785 -0.8363 0.2404
```
Positions in Å, forces in eV/Å.

- Structure (SMILES): I[SiH]1CC1
- Relative energy (zero: lowest compared OMol25 entry of this formula, charge and spin): 28.8 kcal/mol
- Gap between HOMO and LUMO: 0.361 Eh
- Total energy: -18131.6592 eV
- Charge: 0
- E_HOMO: -9.36 eV



The following is a DFT calculation (ωB97M-V with the def2-TZVPD basis set) of a molecular structure, C2H5InO at a distorted geometry.

Geometry as XYZ:
```
9
Properties=species:S:1:pos:R:3:forces:R:3:nbo_charge:R:1
In -1.645021 -1.512360 -3.062061 -0.2543 -0.2535 -0.4115 1.0200
C -0.006190 -0.302261 0.915832 1.3025 -0.5096 1.3453 -0.6753
C 0.337078 0.636150 -0.222542 -2.8107 -1.2721 2.0771 -0.1434
O 0.217113 0.246396 -1.381586 0.6857 0.1525 -1.6658 -0.0905
H 0.341123 0.129261 1.856590 -0.1763 0.1329 -0.0082 0.2855
H 0.434230 -1.306400 0.899895 -0.0148 0.0268 -0.3484 0.3035
H -1.096793 -0.457896 0.987602 -0.1008 0.3612 -0.4617 0.3279
H 1.447069 0.873529 0.041250 0.4094 0.5085 -0.1229 0.5974
H -0.028612 1.693584 -0.034979 0.9593 0.8532 -0.4040 0.3748
```
Positions in Å, forces in eV/Å.

- Relative energy (zero: lowest compared OMol25 entry of this formula, charge and spin): 12.3 kcal/mol
- Gap between HOMO and LUMO: 0.225 Eh
- Total energy: -9352.1307 eV
- Charge: +2
- E_HOMO: -20.74 eV



The following is a DFT calculation (ωB97M-V with the def2-TZVPD basis set) of a molecular structure, C2H5LiO2Y at a distorted geometry.

Geometry as XYZ:
```
11
Properties=species:S:1:pos:R:3:forces:R:3:nbo_charge:R:1
O -1.467909 -0.813595 0.567833 -2.4651 1.9123 -1.0023 -1.0825
C -0.263394 -0.986486 1.116291 1.4042 -1.5517 4.0982 0.0612
C 0.704120 -0.126937 1.431782 1.2914 -1.3197 -3.1462 -0.4694
Li -2.061705 -2.240853 -0.423457 0.1232 -0.5754 -0.0298 0.9807
Y -2.463950 1.145960 0.308566 0.9049 -1.0671 0.2334 1.8284
H 1.564257 -0.903419 1.340434 -0.2889 2.4252 1.3617 0.2901
H -0.029726 -1.826157 1.884891 -1.4703 -0.0912 -2.1312 0.2268
H 0.717907 0.835802 0.914533 0.5759 0.2954 0.4078 0.1594
H 1.079342 1.751288 -1.570283 0.7210 -0.0252 -0.7133 0.4663
O 0.759235 1.703605 -2.480876 -1.1044 -0.0155 0.6535 -0.9703
H 1.461823 1.460793 -3.089714 0.3082 0.0130 0.2682 0.5091
```
Positions in Å, forces in eV/Å.

- Relative energy (zero: lowest compared OMol25 entry of this formula, charge and spin): 0.0 kcal/mol
- 2S+1: 2
- Gap between HOMO and LUMO (alpha / beta): 0.240 / 0.254 Eh
- Total energy: -7477.9747 eV
- Charge: +2
- E_HOMO (alpha / beta): -16.20 / -17.00 eV